1.
Density functional theory data (ωB97M-V with the def2-TZVPD basis set) for a cluster of 2 separate species, C5H11NO in total.

Total charge: 0
E_tot: -327.0921 a.u.
Orbital gap: 10.36 eV

Atoms and positions in Å:
O (2.95, -0.15, 0.95)
N (1.57, -0.07, -0.86)
C (-1.84, 0.82, 0.06)
C (-1.72, -0.50, 0.13)
C (-2.39, 1.59, -1.10)
C (-1.17, -1.29, 1.28)
C (2.73, -0.35, -0.23)
H (-2.61, 0.89, -1.92)
H (-1.75, -2.19, 1.47)
H (-2.00, -1.04, -0.78)
H (-0.14, -1.59, 1.09)
H (3.52, -0.76, -0.89)
H (0.86, 0.49, -0.42)
H (-3.27, 2.18, -0.87)
H (1.37, -0.53, -1.73)
H (-1.58, 1.38, 0.96)
H (-1.61, 2.27, -1.46)
H (-1.17, -0.66, 2.17)

natural (NBO) population analysis, charges in e, atoms 1 to 5: O -0.598; N -0.834; C -0.206; C -0.178; C -0.638

***

2.
Density functional theory data (ωB97M-V with the def2-TZVPD basis set) for a cluster of 3 separate species, C5H11NO in total at a distorted geometry.

Total charge: 0
E_tot: -326.8343 a.u.
Orbital gap (spin up / spin down): 7.38 / 7.38 eV

Atoms and positions in Å:
O (0.64, -1.33, 0.36)
N (1.82, 1.25, 0.39)
C (0.16, -0.15, 0.12)
C (-0.35, 0.89, -0.29)
C (-1.92, -0.44, -0.56)
C (-2.73, -0.67, 0.69)
C (2.85, 0.67, -0.42)
H (-2.39, 0.24, -1.27)
H (-3.69, -1.14, 0.46)
H (-2.94, 0.27, 1.20)
H (-2.20, -1.32, 1.39)
H (2.05, 1.14, 1.37)
H (1.56, -1.37, -0.02)
H (2.64, 0.86, -1.47)
H (-1.61, -1.35, -1.07)
H (3.86, 1.03, -0.18)
H (2.94, -0.47, -0.36)
H (-0.69, 1.90, -0.34)

natural (NBO) population analysis, charges in e, atoms 1 to 5: O -0.654; N -0.880; C 0.539; C -0.153; C -0.400

***

3.
Density functional theory data (ωB97M-V with the def2-TZVPD basis set) for the molecule C5H11NO at a distorted geometry.

Total charge: 0
E_tot: -327.1147 a.u.
Orbital gap: 10.56 eV

Atoms and positions in Å:
O (-1.53, -0.76, 1.09)
N (0.46, -1.08, 0.02)
C (-0.92, -0.85, 0.05)
C (1.24, -0.06, -0.70)
C (1.13, 1.60, 1.21)
C (1.01, 1.39, -0.29)
C (-1.61, -0.73, -1.30)
H (0.99, -0.23, -1.76)
H (1.78, 1.92, -0.82)
H (0.45, 0.95, 1.76)
H (0.95, 2.61, 1.55)
H (2.14, 1.30, 1.53)
H (0.78, -1.18, 0.98)
H (-1.30, 0.20, -1.78)
H (-1.45, -1.62, -1.90)
H (-2.68, -0.61, -1.08)
H (2.30, -0.29, -0.67)
H (0.05, 1.74, -0.63)

natural (NBO) population analysis, charges in e, atoms 1 to 5: O -0.589; N -0.645; C 0.695; C -0.221; C -0.620

***

4.
Density functional theory data (ωB97M-V with the def2-TZVPD basis set) for a cluster of 2 separate species, C5H11NO in total.

Total charge: 0
E_tot: -327.0776 a.u.
Orbital gap: 11.06 eV

Atoms and positions in Å:
O (-0.47, 1.67, 0.78)
N (-1.64, 0.05, -0.52)
C (-3.05, 0.18, -0.79)
C (1.19, -0.62, -0.15)
C (-1.05, 0.88, 0.14)
C (2.07, 0.59, -0.46)
C (1.13, -0.95, 1.35)
H (1.54, -1.49, -0.70)
H (1.83, 1.46, 0.17)
H (3.12, 0.33, -0.29)
H (2.09, -1.39, 1.66)
H (1.96, 0.91, -1.50)
H (-3.45, 1.02, -0.22)
H (0.34, -1.67, 1.57)
H (0.96, -0.07, 1.97)
H (-3.19, 0.36, -1.86)
H (0.20, -0.54, -0.59)
H (-3.55, -0.74, -0.50)

natural (NBO) population analysis, charges in e, atoms 1 to 5: O -0.504; N -0.588; C -0.399; C -0.434; C 0.891

***

5.
Density functional theory data (ωB97M-V with the def2-TZVPD basis set) for a cluster of 2 separate species, C5H11NO in total at a distorted geometry.

Total charge: 0
E_tot: -327.0973 a.u.
Orbital gap: 11.16 eV

Atoms and positions in Å:
O (0.88, -0.26, 2.06)
N (0.17, 0.25, -0.18)
C (3.25, 0.39, -0.45)
C (0.52, -0.01, 0.96)
C (-2.03, 0.99, 0.33)
C (-1.56, -1.45, -0.19)
C (-1.25, 0.00, -0.52)
H (3.52, 1.34, -0.90)
H (-2.57, -1.71, -0.50)
H (-3.09, 0.98, 0.07)
H (-1.48, -1.59, 0.89)
H (3.04, 0.57, 0.61)
H (4.09, -0.31, -0.56)
H (-0.85, -2.13, -0.68)
H (-1.61, 2.00, 0.23)
H (-1.45, 0.17, -1.60)
H (-1.93, 0.73, 1.39)
H (2.34, 0.05, -0.95)

natural (NBO) population analysis, charges in e, atoms 1 to 5: O -0.516; N -0.576; C -0.861; C 0.872; C -0.616

***

6.
Density functional theory data (ωB97M-V with the def2-TZVPD basis set) for the molecule C5H11NO at a distorted geometry.

Total charge: 0
E_tot: -326.9802 a.u.
Orbital gap (spin up / spin down): 8.24 / 8.24 eV

Atoms and positions in Å:
O (-2.07, -1.19, -0.91)
N (-1.48, 1.10, -0.81)
C (-1.29, -0.18, -0.34)
C (0.69, 0.97, -0.21)
C (1.02, 1.34, 1.19)
C (0.93, -1.56, 0.19)
C (0.44, -0.37, -0.62)
H (1.02, 2.41, 1.34)
H (0.52, -0.53, -1.69)
H (0.30, 0.88, 1.88)
H (-2.28, -0.89, -1.81)
H (-1.30, -0.37, 0.74)
H (0.37, -2.45, -0.10)
H (0.82, 1.72, -0.98)
H (2.00, 0.94, 1.48)
H (1.99, -1.75, 0.00)
H (0.79, -1.42, 1.26)
H (-2.46, 1.35, -0.63)

natural (NBO) population analysis, charges in e, atoms 1 to 5: O -0.714; N -0.864; C 0.342; C 0.174; C -0.697

***

The highest E_tot belongs to which entry?
number 2